(1)
This record from OMol25 describes a structure of composition C2H15Cd2O7. The level of theory is wB97M-V/def2-TZVPD.

XYZ file:
```
26
Properties=species:S:1:pos:R:3:forces:R:3
Cd -0.702689 -0.294209 -0.580737 -0.633 0.082 2.611
Cd -0.927772 1.913809 -2.610204 -0.230 0.764 0.127
C 0.449581 2.174638 2.936016 1.861 0.409 -0.325
C 0.550144 1.035478 1.923538 -0.644 -1.087 -0.015
O -0.559688 0.966985 1.074505 0.037 0.600 0.049
H 1.387730 2.296889 3.497722 0.011 -0.700 0.156
H -0.328771 2.109314 3.687966 -0.423 0.019 -0.422
H 0.524291 3.125041 2.399524 -1.027 0.042 -0.080
H 0.629069 0.051809 2.425692 0.045 0.141 0.579
H 1.491375 1.048030 1.350704 0.163 0.698 0.050
O 0.576282 0.742029 -1.876779 1.520 1.226 -2.282
H 1.359053 0.824883 -2.433660 0.162 -0.092 0.086
O -2.192223 0.754795 -1.530142 -1.967 1.161 -1.536
H -3.147012 0.781660 -1.574046 -0.200 0.029 0.104
O -2.331349 -1.657724 0.171342 -0.895 -0.989 0.465
H -2.155967 -2.390523 0.775381 -0.028 0.160 0.034
H -3.226824 -1.815901 -0.152405 0.093 0.112 -0.019
O -0.893316 -1.864725 -2.308915 0.057 -0.441 -1.060
H -0.819709 -1.411947 -3.158462 -0.029 -0.131 0.034
H -0.695442 -2.789458 -2.509570 -0.093 0.066 0.166
O 0.605944 -1.795635 -0.013161 1.986 -2.379 0.954
H 0.759978 -2.099681 0.894464 0.004 0.295 -0.073
H 1.279927 -2.244770 -0.544396 -0.097 0.130 0.024
O 3.098585 0.243164 -0.848605 -0.303 -0.410 -0.260
H 2.173473 0.083946 -1.110660 0.639 0.178 0.697
H 3.095331 0.212103 0.114886 -0.009 0.116 -0.063
```
Forces are in eV/Å.

Spin multiplicity = 1
Relative energy (zero: lowest compared OMol25 entry of this formula, charge and spin) = 181.8 kJ/mol
Kohn-Sham gap = 4.25 eV
Net charge = +1
LUMO = -6.27 eV

=====

(2)
This record from OMol25 describes a cluster of 10 separate species, FH18O9 in total. The level of theory is wB97M-V/def2-TZVPD.

XYZ file:
```
28
Properties=species:S:1:pos:R:3:forces:R:3
F -1.860000 -9.681000 6.663000 -0.431 -0.527 0.989
O 0.338000 -9.277000 5.585000 1.794 0.106 2.861
H -0.506000 -9.505000 6.011000 0.000 -0.119 -0.884
H 0.294000 -9.279000 4.670000 -0.778 -0.178 -2.427
O -5.382000 -9.452000 6.960000 -0.704 0.928 -0.206
H -4.647000 -9.212000 7.521000 0.348 0.546 0.462
H -5.357000 -10.390000 6.926000 0.057 -1.369 -0.268
O -0.445000 -11.977000 7.793000 0.166 1.851 -1.433
H -1.090000 -12.625000 7.936000 -1.245 -2.044 0.997
H -1.029000 -11.416000 7.220000 1.237 0.227 0.417
O -2.041000 -7.614000 5.214000 -0.494 2.450 -1.266
H -1.990000 -6.860000 5.826000 0.023 -0.855 -0.178
H -1.945000 -8.425000 5.689000 0.156 -0.657 1.065
O -3.548000 -11.188000 5.421000 -0.718 -0.317 -0.234
H -2.804000 -11.787000 5.267000 -0.086 0.486 0.389
H -3.288000 -10.470000 6.031000 0.419 -0.732 -0.209
O -3.280000 -8.276000 8.407000 -0.969 0.442 1.260
H -2.868000 -8.551000 9.229000 0.071 0.292 0.374
H -2.717000 -8.705000 7.781000 1.157 -0.339 -1.518
O -0.074000 -8.392000 8.471000 -0.764 1.360 1.612
H 0.861000 -8.420000 8.523000 1.345 0.017 0.068
H -0.278000 -9.015000 7.812000 -0.607 -1.256 -1.425
O -1.941000 -9.968000 3.581000 0.207 0.200 -0.404
H -1.977000 -9.057000 3.254000 -0.087 -0.252 0.468
H -2.457000 -9.992000 4.408000 0.014 0.048 -0.707
O -3.208000 -11.295000 8.555000 0.211 -1.322 0.060
H -3.811000 -10.749000 9.009000 -1.630 0.546 1.224
H -2.727000 -10.602000 8.133000 1.305 0.467 -1.086
```
Forces are in eV/Å.

Spin multiplicity = 1
Relative energy (zero: lowest compared OMol25 entry of this formula, charge and spin) = 44.2 kJ/mol
Kohn-Sham gap = 10.24 eV
Net charge = -1
LUMO = 3.36 eV

=====

(3)
This record from OMol25 describes the molecule C4H5NO2. The level of theory is wB97M-V/def2-TZVPD.

XYZ file:
```
12
Properties=species:S:1:pos:R:3:forces:R:3
C -0.280798 1.369543 -1.073092 -0.010 -0.048 -0.033
C 0.008191 0.152657 -0.252785 0.161 -0.070 -0.196
C 1.058164 -0.667165 -0.321293 0.215 0.201 -0.369
O 0.939922 -1.697224 0.584383 0.401 0.389 0.596
C -0.051389 -1.342151 1.444794 -0.287 -0.166 0.599
O -0.140559 -1.796459 2.553430 -0.679 -0.022 -0.570
N -0.771088 -0.322501 0.814224 0.136 -0.158 -0.037
H -0.684675 1.083796 -2.048791 -0.043 0.095 0.126
H -0.986372 2.053476 -0.593455 0.120 -0.163 0.034
H 0.651974 1.913729 -1.248311 -0.160 -0.049 0.002
H 2.027648 -0.587744 -0.779348 -0.205 -0.025 -0.423
H -1.759850 -0.158106 0.939227 0.351 0.016 0.270
```
Forces are in eV/Å.

Spin multiplicity = 1
Relative energy (zero: lowest compared OMol25 entry of this formula, charge and spin) = 41.8 kJ/mol
Kohn-Sham gap = 9.31 eV
Net charge = 0
LUMO = 0.71 eV